[1]
Density functional theory data (ωB97M-V/def2-TZVPD) for C4H7NO as an isolated structure at a distorted geometry.

Electronic energy: -286.4856 hartree
Frontier orbital gap: 0.3576 Ha
LUMO energy: 0.919 eV
Multiplicity: 1

Last column: Löwdin charge in e.
Atoms and positions in Å:
O  -1.26  1.16  1.10  -0.025
C  -1.10  0.11  0.19  -0.332
C  -0.32  0.48  -1.09  -0.071
C  1.07  -0.03  -0.49  -0.163
N  1.14  0.03  0.99  0.053
C  0.11  -0.78  0.41  -0.280
H  -0.38  1.33  1.47  0.083
H  -2.05  -0.43  0.16  0.145
H  -0.37  1.50  -1.44  0.092
H  -0.64  -0.25  -1.85  0.121
H  1.85  -0.65  -0.95  0.126
H  1.82  -0.62  1.35  0.110
H  0.12  -1.83  0.15  0.140

=====

[2]
Density functional theory data (ωB97M-V/def2-TZVPD) for C15H17BClNO8Zr as an isolated structure.

Electronic energy: -1770.7439 hartree
Frontier orbital gap: 0.2492 Ha
LUMO energy: -1.216 eV
Multiplicity: 1

Last column: Löwdin charge in e.
Atoms and positions in Å:
Zr  -0.27  -0.95  0.15  1.877
O  -0.21  2.26  6.59  0.014
C  -0.89  1.32  6.17  -0.739
O  -1.75  0.59  6.68  0.009
C  -0.61  0.92  4.73  -0.056
C  -1.07  1.70  3.67  0.031
C  -0.91  1.26  2.38  -0.090
N  -0.27  0.11  2.08  -0.073
C  0.23  -0.62  3.12  -0.180
C  0.07  -0.28  4.43  0.091
C  0.88  -1.91  2.69  -0.514
O  1.60  -2.56  3.37  0.161
O  0.54  -2.21  1.41  -0.223
H  -1.57  2.63  3.87  0.133
H  -1.30  1.82  1.54  0.120
H  0.45  -0.93  5.20  0.148
Cl  3.13  0.16  0.12  0.666
C  2.74  0.19  -1.64  -0.402
C  1.30  -0.28  -1.59  -0.746
O  1.03  -1.50  -1.60  -0.059
O  0.40  0.56  -1.23  -0.126
H  3.38  -0.52  -2.15  0.092
H  2.84  1.20  -2.00  0.092
C  -2.29  -4.50  0.08  0.008
C  -2.98  -3.24  -0.39  -0.431
C  -3.54  -3.39  -1.80  0.000
O  -1.98  -2.15  -0.48  -0.133
B  -2.56  -0.96  0.06  -0.530
O  -3.83  -1.17  0.45  0.110
C  -4.01  -2.62  0.62  -0.454
C  -3.65  -2.91  2.07  0.006
C  -5.45  -2.96  0.34  0.002
H  -1.61  -4.85  -0.70  0.102
H  -3.04  -5.28  0.25  0.107
H  -1.73  -4.35  0.99  0.089
H  -2.73  -3.63  -2.48  0.101
H  -4.02  -2.47  -2.13  0.103
H  -4.28  -4.20  -1.83  0.101
H  -2.60  -2.68  2.29  0.091
H  -3.83  -3.96  2.31  0.102
H  -4.26  -2.29  2.72  0.109
H  -5.77  -2.61  -0.63  0.090
H  -6.08  -2.49  1.10  0.101
H  -5.60  -4.04  0.39  0.103

=====

[3]
Density functional theory data (ωB97M-V/def2-TZVPD) for a 5-piece molecular cluster, CH11O5 overall at a distorted geometry.

Electronic energy: -420.9352 hartree
Frontier orbital gap: 0.3118 Ha
LUMO energy: 3.946 eV
Multiplicity: 1
Charge: -1

Last column: Löwdin charge in e.
Atoms and positions in Å:
C  1.56  -0.70  -0.43  -0.336
O  0.51  -0.31  0.37  -0.392
H  1.73  -0.06  -1.31  0.059
H  1.45  -1.74  -0.80  0.057
H  2.51  -0.73  0.12  0.050
H  -0.61  -0.56  -0.67  -0.002
H  -0.50  -0.77  -2.21  0.004
O  -1.16  -0.54  -1.55  -0.140
H  2.40  1.03  1.69  0.016
H  1.52  1.96  0.84  0.025
O  2.38  1.90  1.28  -0.084
H  -3.77  0.94  -0.89  0.018
H  -2.67  0.74  -1.90  -0.011
O  -3.53  1.18  -1.79  -0.096
H  -0.03  -0.74  1.84  -0.022
H  -1.38  -0.73  2.65  -0.001
O  -0.43  -0.85  2.76  -0.145